DFT (ωB97M-V/def2-TZVPD) results for a molecular structure, C22H24F5N4O4Rh.

XYZ file:
```
60
C22H24F5N4O4Rh | the Open Molecules 2025 dataset | ωB97M-V/def2-TZVPD
Rh 0.2942 -0.0303 -0.1889
C 2.0840 -0.3881 -2.4395
N 0.6844 0.0160 -2.1784
C -0.2007 -0.8302 -3.0129
C 0.5190 1.4596 -2.5573
C -0.6696 2.0626 -1.8381
N -0.4199 1.7998 -0.4309
C -1.3085 2.1684 0.5389
C -1.2395 1.5095 1.7747
F -0.3120 0.4913 1.8920
C -2.0476 1.7946 2.8447
F -1.9067 1.0913 3.9737
C -3.0074 2.7858 2.7544
C -3.1012 3.4547 1.5509
F -4.0152 4.4230 1.4059
C -2.2859 3.1681 0.4721
F -2.4480 3.8810 -0.6609
H 2.3273 -0.2005 -3.4882
H 2.1885 -1.4490 -2.2219
H 2.7483 0.1874 -1.7991
H 0.1314 -0.7622 -4.0521
H -1.2285 -0.4975 -2.9191
H -0.1366 -1.8583 -2.6653
H 0.4456 1.5290 -3.6454
H 1.4191 1.9771 -2.2252
H -1.6135 1.6226 -2.1849
H -0.7000 3.1304 -2.0597
H -3.6532 3.0253 3.5850
C -4.5461 -1.9535 -1.6580
C -4.0852 -1.3629 -0.3209
C -4.2727 -2.3981 0.7957
C -4.9052 -0.1055 0.0014
C -2.6627 -0.9895 -0.4023
C -1.5063 -0.6398 -0.4325
H -5.6011 -2.2299 -1.6005
H -3.9682 -2.8446 -1.9068
H -4.4246 -1.2279 -2.4640
H -5.3262 -2.6763 0.8744
H -3.9484 -1.9920 1.7543
H -3.6894 -3.2964 0.5915
H -5.9651 -0.3572 0.0825
H -4.7855 0.6451 -0.7815
H -4.5789 0.3342 0.9455
F 7.1668 0.1146 -0.6108
C 6.4731 -0.2028 0.4864
C 5.3919 -0.9781 0.4211
N 4.6701 -1.3333 1.5403
C 3.4253 -2.0559 1.3807
C 2.3568 -1.2167 0.7129
O 1.3281 -1.8176 0.2717
O 2.4874 0.0278 0.6143
C 4.9944 -0.8449 2.7938
O 4.3537 -1.0884 3.7909
N 6.1353 -0.0642 2.8195
C 6.9454 0.3350 1.7590
O 7.9122 1.0387 1.9186
H 5.0396 -1.3710 -0.5227
H 3.0714 -2.3243 2.3752
H 3.5771 -2.9746 0.8143
H 6.3897 0.2887 3.7312
```

Calculated values
ΔE to the lowest compared entry with this formula, charge and spin, kJ/mol: 7.3
HOMO, eV: -7.99
Calculated total energy, eV: -53948.2820